Entry 1:
Computed, not measured: one molecule with the formula C3H8N2O2, with ωB97M-V/def2-TZVPD.

For the lowest unoccupied orbital energy, the calculation gives 0.63 eV. The calculation puts the energy above the lowest of the compared OMol25 structures with the same formula, charge and spin at 5.6 kcal per mole. The calculated total energy comes out at -379.1321 Ha. Its HOMO energy is -9.72 eV. Its net charge is 0.

```
15
Properties=species:S:1:pos:R:3:forces:R:3
N 0.0891 -2.4786 -0.7548 -0.03 -0.09 0.03
C 0.3094 -1.2745 -0.1268 0.06 0.03 0.09
O 0.9858 -1.2012 0.8964 -0.24 0.00 -0.30
N -0.2515 -0.1794 -0.7215 0.04 -0.13 -0.01
C 0.1239 1.1710 -0.3072 0.07 0.08 0.09
C -0.6053 1.6522 0.9444 -0.13 0.28 -0.32
O -0.2789 0.9594 2.1183 0.02 -0.14 0.06
H 0.3047 -3.2752 -0.1744 -0.02 0.08 -0.09
H -0.7061 -2.5886 -1.3646 0.09 0.06 0.08
H -0.6480 -0.2913 -1.6403 0.05 -0.01 0.11
H -0.1280 1.8408 -1.1363 0.05 -0.08 0.14
H 1.2081 1.2160 -0.1501 -0.13 -0.03 0.01
H -1.6899 1.6058 0.7488 0.13 -0.03 0.06
H -0.3465 2.7101 1.0929 -0.05 -0.13 -0.03
H 0.1161 0.1041 1.8754 0.11 0.10 0.08
```
Forces are in eV/Å.


Entry 2:
Computed, not measured: a 2-piece molecular cluster, C3H8N2O2 overall, with ωB97M-V/def2-TZVPD.

For the lowest unoccupied orbital energy, the calculation gives 0.69 eV. The calculation puts the energy above the lowest of the compared OMol25 structures with the same formula, charge and spin at 77.3 kcal per mole. The calculated total energy comes out at -379.0178 Ha. Its HOMO energy is -8.92 eV. Its net charge is 0.

```
15
Properties=species:S:1:pos:R:3:forces:R:3
C 1.6758 1.3126 -1.7467 -0.17 -0.10 -0.15
C -1.7125 -1.8500 0.7917 0.14 -0.07 0.02
N -0.4666 0.1418 0.7306 0.82 0.54 -0.74
N -1.5137 -0.5221 1.3544 -0.49 -0.18 0.82
C 0.6589 0.4796 1.0438 -0.86 -1.04 0.73
O 0.6889 1.8762 -0.9087 -1.75 -0.21 -0.42
O 1.7485 0.7379 1.3596 0.26 0.29 0.01
H -0.2108 1.4544 -1.0576 1.82 0.74 0.12
H -1.3508 -0.5789 2.3577 0.09 -0.01 -0.19
H 1.5200 0.2363 -1.8792 0.09 0.04 -0.04
H 1.6839 1.7999 -2.7261 0.08 -0.08 0.00
H 2.6327 1.4680 -1.2511 0.03 0.01 -0.07
H -1.9277 -1.7459 -0.2696 0.00 -0.03 -0.03
H -0.8469 -2.5168 0.9188 -0.09 0.09 -0.06
H -2.5797 -2.2928 1.2823 0.03 0.03 -0.02
```
Forces are in eV/Å.


Entry 3:
Computed, not measured: one molecule with the formula C3H8N2O2, with ωB97M-V/def2-TZVPD.

For the lowest unoccupied orbital energy, the calculation gives 0.61 eV. The calculation puts the energy above the lowest of the compared OMol25 structures with the same formula, charge and spin at 15.3 kcal per mole. The calculated total energy comes out at -379.1166 Ha. Its HOMO energy is -9.49 eV. Its net charge is 0.

```
15
Properties=species:S:1:pos:R:3:forces:R:3
N -1.2019 -0.1652 -2.1917 0.03 -0.01 -0.21
C -0.1413 -0.2978 -1.3170 0.04 -0.03 0.03
O 0.5494 -1.3029 -1.2897 -0.15 0.39 -0.06
N -0.0207 0.7448 -0.4292 -0.10 -0.04 -0.06
C 0.8395 0.7192 0.7419 0.13 -0.04 0.03
C 0.3862 -0.2623 1.8441 0.13 0.30 0.25
O -0.0626 -1.5210 1.4232 -0.13 -0.05 -0.02
H -1.2243 -0.8654 -2.9158 0.06 0.13 -0.01
H -1.5540 0.7459 -2.4366 0.01 -0.10 0.03
H -0.5374 1.5873 -0.6144 -0.08 -0.15 0.12
H 0.7856 1.7263 1.1726 0.16 -0.18 -0.07
H 1.8797 0.5409 0.4521 -0.17 -0.16 -0.05
H -0.3806 0.2272 2.4664 0.03 -0.03 -0.14
H 1.2543 -0.4541 2.4837 -0.12 0.13 0.02
H -0.5718 -1.4230 0.6103 0.15 -0.17 0.14
```
Forces are in eV/Å.


Entry 4:
Computed, not measured: an isolated ion of composition C3H8N2O2 and charge +1, with ωB97M-V/def2-TZVPD.

For the lowest unoccupied orbital energy (alpha / beta), the calculation gives -3.11 / -8.56 eV. The spin multiplicity is 2. The calculation puts the energy above the lowest of the compared OMol25 structures with the same formula, charge and spin at 37.4 kcal per mole. The calculated total energy comes out at -378.7551 Ha. Its HOMO energy (alpha / beta) is -15.02 / -15.02 eV. Its net charge is +1.

```
15
Properties=species:S:1:pos:R:3:forces:R:3
O 0.6734 1.4638 1.0332 -0.40 -1.54 0.33
C 0.5403 0.2607 1.2535 -0.09 0.25 0.93
N 0.3067 -0.3277 2.4990 0.62 0.14 -1.16
C 0.6412 -0.7279 0.0441 1.81 1.66 -1.87
N 0.5124 0.0928 -1.3203 -0.11 0.18 4.48
C -0.8026 0.1309 -1.8652 -0.51 0.73 -3.97
O -1.7872 0.3566 -0.9662 0.49 2.48 3.54
H 0.3723 0.2871 3.3295 -0.08 -0.59 -0.91
H 0.3701 -1.3600 2.6636 -0.11 1.62 -0.40
H -0.1569 -1.4519 0.0084 0.20 -0.54 0.06
H 1.7331 -1.0675 -0.0083 -1.65 -0.16 0.20
H 0.9586 1.0340 -1.2900 0.53 -0.85 -0.08
H -0.9929 -0.8483 -2.3435 -0.02 0.35 0.04
H -0.8063 0.9462 -2.6697 0.14 -1.16 0.80
H -1.5623 1.2111 -0.3681 -0.82 -2.58 -2.00
```
Forces are in eV/Å.


Entry 5:
Computed, not measured: C3H8N2O2 as an isolated structure, with ωB97M-V/def2-TZVPD.

For the lowest unoccupied orbital energy (alpha / beta), the calculation gives -8.84 / -9.99 eV. The spin multiplicity is 2. The calculation puts the energy above the lowest of the compared OMol25 structures with the same formula, charge and spin at 254.2 kcal per mole. The calculated total energy comes out at -378.4095 Ha. Its HOMO energy (alpha / beta) is -14.68 / -14.59 eV. Its net charge is +1.

```
15
Properties=species:S:1:pos:R:3:forces:R:3
N -0.3117 0.1361 1.4550 -2.21 3.37 -1.00
C -0.1816 1.2747 0.5252 -1.83 1.31 5.14
C -1.3936 1.2796 -0.4622 -1.25 -0.49 -2.47
O -1.8184 2.4660 -0.9287 1.18 -1.59 0.91
C 0.8238 -1.6902 -0.3778 1.31 -2.30 -7.24
N 1.3448 -2.4308 0.7863 -1.97 1.14 -2.50
O 1.4874 -0.9429 -1.1794 -2.27 -1.86 3.50
H 1.0409 -1.3993 0.8441 1.49 0.57 4.53
H 0.5427 0.5653 0.3351 4.15 -1.41 -3.28
H 0.0942 2.3134 0.9147 -0.64 -1.58 -0.17
H -1.1353 0.5149 -1.2295 -0.32 0.67 -0.31
H -2.2202 0.7966 0.0880 -0.19 0.38 -0.08
H -0.5452 0.5592 2.3567 1.18 -0.21 1.13
H 2.3220 -2.5552 0.5384 0.67 0.94 0.55
H -0.1739 -2.1007 -0.7829 0.71 1.08 1.31
```
Forces are in eV/Å.


Entry 6:
Computed, not measured: one molecule with the formula C3H8N2O2S, with ωB97M-V/def2-TZVPD.

For the lowest unoccupied orbital energy, the calculation gives 0.57 eV. The calculation puts the energy above the lowest of the compared OMol25 structures with the same formula, charge and spin at 16.5 kcal per mole. The calculated total energy comes out at -777.2529 Ha. Its HOMO energy is -9.47 eV. Its net charge is 0.

```
16
Properties=species:S:1:pos:R:3:forces:R:3
C 0.9853 1.2911 -0.0275 1.66 0.63 -2.41
C -0.5462 -0.5961 -1.1704 -0.64 -1.37 4.30
C 0.5308 -0.1292 0.1918 -0.69 -3.10 -3.13
N -1.9548 -0.2728 -0.8448 0.46 1.77 -0.59
N -0.0484 -0.2585 1.4937 0.77 0.85 0.09
O 0.5267 2.0671 0.8754 -1.92 0.91 3.24
O 1.6631 1.7675 -0.9284 -0.64 -1.59 0.36
S 1.9224 -1.3997 -0.1757 -0.89 1.69 1.06
H 0.0123 -0.0792 -1.9017 0.05 0.27 -1.50
H -0.5981 -1.7468 -1.1842 0.97 1.82 -0.35
H -2.6394 -0.6378 -1.5175 0.71 -0.19 0.25
H -2.1032 0.7558 -0.8890 0.17 -0.89 0.17
H 0.0134 1.4531 1.5321 0.69 0.94 -0.97
H -0.8199 -0.8426 1.4735 -2.09 -1.20 -0.22
H 0.5436 -0.6174 2.2258 0.59 0.01 -0.12
H 2.5123 -0.7547 0.8470 0.79 -0.55 -0.19
```
Forces are in eV/Å.


Entry 7:
Computed, not measured: C3H8N2O5PS3 as an isolated structure, with ωB97M-V/def2-TZVPD.

For the lowest unoccupied orbital energy, the calculation gives 2.97 eV. The calculated total energy comes out at -2140.8219 Ha. Its HOMO energy is -5.96 eV. Its net charge is -1.

```
22
Properties=species:S:1:pos:R:3:forces:R:3
N -0.1482 -2.1173 -1.8288 -0.20 -0.27 -0.67
C -0.4022 -0.7972 -2.2444 0.36 -0.13 0.82
O -1.2365 -0.5281 -3.0677 -0.23 0.14 -0.80
C 0.4934 0.2776 -1.6525 -0.14 -0.11 0.29
C 1.2391 -0.1405 -0.3813 0.21 -0.34 -0.36
S 1.6919 1.2361 0.6905 0.01 0.02 -0.09
O 3.1259 1.1812 0.8094 -0.02 0.14 0.00
O 1.0923 2.4219 0.1274 0.02 0.06 0.03
N 1.0953 0.8329 2.1192 0.27 -0.27 0.00
S -0.3633 1.0318 2.5854 -0.53 0.00 0.05
O -0.9176 2.3544 2.4220 -0.01 0.03 0.07
O -0.5632 0.3469 3.8358 0.04 0.18 0.17
P -1.7411 -0.0944 1.3046 0.28 -0.40 -0.07
S -1.5960 -2.0451 1.1975 -0.15 -0.02 0.19
H -0.5857 -2.7291 -2.5148 -0.15 0.06 0.24
H -0.5535 -2.3273 -0.9106 0.43 0.23 0.06
H -0.1193 1.1637 -1.4684 0.17 -0.04 -0.14
H 1.2058 0.5268 -2.4485 -0.13 0.11 0.14
H 2.1972 -0.6028 -0.6293 -0.14 0.00 0.04
H 0.6867 -0.8831 0.2015 0.07 0.27 0.01
H -2.9712 0.3559 1.7972 -0.01 0.17 -0.01
H -1.6297 0.5358 0.0557 -0.13 0.18 0.04
```
Forces are in eV/Å.


Entry 8:
Computed, not measured: a 2-piece molecular cluster, C3H8N2OP overall, with ωB97M-V/def2-TZVPD.

For the lowest unoccupied orbital energy, the calculation gives -5.51 eV. The calculation puts the energy above the lowest of the compared OMol25 structures with the same formula, charge and spin at 113.2 kcal per mole. The calculated total energy comes out at -644.7773 Ha. Its HOMO energy is -13.93 eV. Its net charge is +1.

```
15
Properties=species:S:1:pos:R:3:forces:R:3
C 0.7866 0.7656 -0.4071 2.85 3.92 0.58
C -1.7761 -1.7050 0.1266 -4.36 1.83 -0.81
C -0.8928 -0.6475 0.6821 0.47 -0.63 0.54
N 1.9319 1.1419 -2.0399 -0.16 0.28 1.02
N 0.1051 -0.2485 -0.3141 -1.71 -3.63 -2.51
O 2.6335 1.9871 -1.7693 -0.46 -1.01 -0.81
P 0.9833 2.2501 0.7214 0.87 0.05 -2.47
H -2.3338 -1.2215 -0.7442 0.49 -0.91 0.81
H -1.2705 -2.5459 -0.2335 0.97 -1.30 -0.37
H -2.6293 -2.0499 0.8243 1.68 0.65 -0.82
H -0.3757 -1.1507 1.4407 1.25 -0.31 1.49
H -1.3159 0.2327 1.1162 -0.66 0.52 -0.03
H 0.1131 -0.9404 -1.1410 0.17 1.20 1.32
H 1.7158 1.7118 1.7291 0.29 -1.11 1.13
H 2.3248 2.4200 0.0087 -1.69 0.44 0.95
```
Forces are in eV/Å.


Entry 9:
Computed, not measured: an isolated ion of composition C3H8N2OP and charge +1, with ωB97M-V/def2-TZVPD.

For the lowest unoccupied orbital energy (alpha / beta), the calculation gives -5.84 / -7.21 eV. The spin multiplicity is 3. The calculation puts the energy above the lowest of the compared OMol25 structures with the same formula, charge and spin at 0.0 kcal per mole. The calculated total energy comes out at -644.7961 Ha. Its HOMO energy (alpha / beta) is -10.56 / -13.97 eV. Its net charge is +1.

```
15
Properties=species:S:1:pos:R:3:forces:R:3
C 0.6582 -1.0195 0.4523 -1.13 -0.93 -0.42
C -0.5431 -0.3670 -0.2201 -1.16 -3.03 2.40
C -0.1394 1.9804 0.3138 -0.47 -1.92 1.43
N 1.7312 -1.1285 -0.4566 1.79 0.01 -1.50
N -0.2689 1.0075 -0.5455 -0.38 2.33 2.85
O 3.0840 -0.9777 -2.7211 2.54 -0.20 -0.98
P 1.7398 -0.7172 -2.2029 -2.75 -0.37 2.07
H 0.9440 -0.4191 1.2372 0.91 1.88 1.97
H 0.3805 -1.9219 1.0231 -0.15 -0.25 -1.01
H -0.6593 -0.9623 -1.0845 -0.41 0.00 -1.54
H -1.4585 -0.7525 0.4264 1.40 2.23 -1.15
H -0.2416 1.8731 1.4397 -0.22 -0.61 -1.60
H 0.1129 2.9801 0.0784 0.32 0.72 -1.14
H 2.4601 -1.8164 -0.2699 -0.36 0.06 0.00
H -0.0038 1.2321 -1.4756 0.06 0.08 -1.38
```
Forces are in eV/Å.


Entry 10:
Computed, not measured: one molecule with the formula C3H8N2OS, with ωB97M-V/def2-TZVPD.

For the lowest unoccupied orbital energy, the calculation gives 0.44 eV. The calculation puts the energy above the lowest of the compared OMol25 structures with the same formula, charge and spin at 138.6 kcal per mole. The calculated total energy comes out at -701.8566 Ha. Its HOMO energy is -9.10 eV. Its net charge is 0.

```
15
Properties=species:S:1:pos:R:3:forces:R:3
C -0.2095 1.9260 0.7591 -1.07 -0.09 -3.23
C 0.2908 -0.3098 0.3516 -1.90 -0.17 3.89
C 0.2108 -1.7829 0.6299 2.28 -3.35 1.94
H -0.7462 1.7068 -0.3566 1.20 1.48 2.49
H 0.8790 2.2502 0.6813 -1.85 0.94 -0.23
H -1.0033 2.5994 1.2550 1.83 -1.28 0.03
H 0.2338 -2.1152 1.7482 -0.77 1.19 -1.90
H 1.1783 -2.4016 0.2831 -1.78 1.71 0.32
H -2.0898 -1.3626 -0.6412 2.31 -3.11 0.83
H 0.7030 -0.9593 -1.4827 -0.89 0.47 0.57
H 0.4139 1.7849 -1.6707 1.93 -3.56 0.85
N -0.0214 0.5937 1.2242 0.32 -2.23 0.35
N 0.2343 -0.1940 -0.9640 2.06 2.24 -5.01
O 1.0409 0.9274 -1.4586 -1.78 2.44 -0.88
S -1.1149 -2.6629 -0.3586 -1.89 3.32 -0.02
```
Forces are in eV/Å.


Copy entry 1 word for word.
Computed, not measured: one molecule with the formula C3H8N2O2, with ωB97M-V/def2-TZVPD.

For the lowest unoccupied orbital energy, the calculation gives 0.63 eV. The calculation puts the energy above the lowest of the compared OMol25 structures with the same formula, charge and spin at 5.6 kcal per mole. The calculated total energy comes out at -379.1321 Ha. Its HOMO energy is -9.72 eV. Its net charge is 0.

```
15
Properties=species:S:1:pos:R:3:forces:R:3
N 0.0891 -2.4786 -0.7548 -0.03 -0.09 0.03
C 0.3094 -1.2745 -0.1268 0.06 0.03 0.09
O 0.9858 -1.2012 0.8964 -0.24 0.00 -0.30
N -0.2515 -0.1794 -0.7215 0.04 -0.13 -0.01
C 0.1239 1.1710 -0.3072 0.07 0.08 0.09
C -0.6053 1.6522 0.9444 -0.13 0.28 -0.32
O -0.2789 0.9594 2.1183 0.02 -0.14 0.06
H 0.3047 -3.2752 -0.1744 -0.02 0.08 -0.09
H -0.7061 -2.5886 -1.3646 0.09 0.06 0.08
H -0.6480 -0.2913 -1.6403 0.05 -0.01 0.11
H -0.1280 1.8408 -1.1363 0.05 -0.08 0.14
H 1.2081 1.2160 -0.1501 -0.13 -0.03 0.01
H -1.6899 1.6058 0.7488 0.13 -0.03 0.06
H -0.3465 2.7101 1.0929 -0.05 -0.13 -0.03
H 0.1161 0.1041 1.8754 0.11 0.10 0.08
```
Forces are in eV/Å.